Entry 1:
{"formula": "C2H4NPS", "method": "ωB97M-V with the def2-TZVPD basis set", "fmax_ev_per_a": 2.8, "homo_lumo_gap_ev": 6.98, "e_tot_ev": -23749.29518, "e_above_lowest_kj_mol": 322.4, "e_homo_ev": -7.6, "e_lumo_ev": -0.62, "elements": ["C", "C", "N", "P", "S", "H", "H", "H", "H"], "coordinates": [[-0.94, -0.84, -1.28], [0.69, 1.42, 0.65], [-1.85, -0.52, -0.44], [-2.71, -0.18, 0.74], [1.15, 0.06, -0.15], [-0.61, -1.87, -1.25], [-0.90, -0.35, -2.27], [0.56, 2.42, 0.07], [0.30, 1.20, 1.75]], "lowdin_charge": [-0.324, -0.598, -0.635, 0.799, 0.579, 0.067, 0.080, 0.025, 0.007]}



Entry 2:
{"formula": "C16H48N5O7", "method": "ωB97M-V with the def2-TZVPD basis set", "fmax_ev_per_a": 1.5, "homo_lumo_gap_ev": 9.78, "e_tot_ev": -39125.02180, "e_above_lowest_kj_mol": 114.1, "e_homo_ev": -16.9, "e_lumo_ev": -7.14, "charge": 3, "elements": ["C", "C", "C", "O", "C", "N", "H", "H", "H", "H", "H", "H", "H", "H", "H", "H", "H", "H", "C", "C", "C", "O", "C", "N", "H", "H", "H", "H", "H", "H", "H", "H", "H", "H", "H", "H", "C", "C", "C", "O", "C", "N", "H", "H", "H", "H", "H", "H", "H", "H", "H", "H", "H", "H", "C", "C", "C", "O", "C", "N", "H", "H", "H", "H", "H", "H", "H", "H", "H", "H", "H", "H", "N", "O", "O", "O"], "coordinates": [[2.99, 1.36, -4.75], [2.00, 0.32, -4.28], [2.59, -1.07, -3.98], [3.88, -0.94, -3.45], [4.70, -2.11, -3.68], [1.37, 0.82, -3.01], [0.67, 0.22, -2.56], [2.09, 0.87, -2.27], [0.97, 1.76, -3.06], [3.89, 1.31, -4.12], [2.64, 2.38, -4.60], [3.28, 1.21, -5.78], [1.23, 0.14, -5.03], [2.55, -1.65, -4.91], [1.95, -1.61, -3.26], [5.64, -1.91, -3.17], [4.91, -2.22, -4.74], [4.24, -2.98, -3.22], [-1.77, -3.25, 3.45], [-2.28, -3.23, 2.03], [-2.52, -4.59, 1.44], [-3.19, -4.45, 0.23], [-4.02, -5.56, -0.08], [-3.58, -2.42, 1.93], [-3.47, -1.45, 2.23], [-3.82, -2.35, 0.93], [-4.37, -2.88, 2.38], [-0.77, -2.83, 3.49], [-1.83, -4.22, 3.95], [-2.39, -2.63, 4.11], [-1.68, -2.61, 1.36], [-3.09, -5.22, 2.14], [-1.53, -5.06, 1.32], [-4.42, -5.42, -1.08], [-4.84, -5.67, 0.63], [-3.44, -6.49, -0.08], [-1.85, 3.93, 0.78], [-3.14, 3.17, 0.94], [-4.34, 3.93, 0.37], [-4.30, 3.74, -1.03], [-5.40, 4.40, -1.70], [-3.03, 1.89, 0.17], [-2.24, 1.31, 0.51], [-3.86, 1.32, 0.34], [-2.97, 2.01, -0.84], [-0.99, 3.26, 0.69], [-1.69, 4.57, 1.65], [-1.89, 4.59, -0.09], [-3.41, 2.93, 1.97], [-4.15, 4.99, 0.59], [-5.28, 3.54, 0.76], [-5.47, 5.43, -1.35], [-6.33, 3.85, -1.53], [-5.16, 4.38, -2.75], [3.01, 2.27, 3.20], [3.55, 1.00, 2.55], [3.82, 1.12, 1.07], [4.51, 0.00, 0.61], [3.72, -1.15, 0.41], [4.83, 0.61, 3.23], [5.20, -0.26, 2.82], [5.58, 1.28, 3.00], [4.71, 0.54, 4.24], [3.03, 2.23, 4.28], [2.01, 2.51, 2.86], [3.63, 3.11, 2.86], [2.84, 0.20, 2.76], [4.43, 2.02, 0.89], [2.86, 1.25, 0.55], [3.29, -1.54, 1.35], [4.35, -1.89, -0.07], [2.84, -0.92, -0.21], [-0.31, -0.29, 0.91], [-1.37, -0.10, 1.57], [-0.07, 0.44, -0.10], [0.42, -1.24, 1.20]], "lowdin_charge": [-0.017, -0.292, -0.211, -0.209, -0.042, 0.215, 0.150, 0.163, 0.173, 0.094, 0.092, 0.109, 0.158, 0.144, 0.135, 0.097, 0.102, 0.095, -0.013, -0.307, -0.209, -0.192, -0.059, 0.217, 0.147, 0.160, 0.181, 0.088, 0.098, 0.096, 0.119, 0.143, 0.157, 0.097, 0.098, 0.103, -0.022, -0.305, -0.191, -0.221, -0.040, 0.202, 0.095, 0.168, 0.165, 0.075, 0.103, 0.099, 0.159, 0.146, 0.141, 0.100, 0.098, 0.097, -0.017, -0.335, -0.199, -0.177, -0.067, 0.241, 0.176, 0.190, 0.182, 0.096, 0.093, 0.101, 0.150, 0.148, 0.132, 0.086, 0.102, 0.075, -0.577, -0.073, -0.084, 0.008]}



Entry 3:
{"formula": "C40H45BF16IN2O7P", "method": "ωB97M-V with the def2-TZVPD basis set", "fmax_ev_per_a": 2.4, "homo_lumo_gap_ev": 7.13, "e_tot_ev": -121064.27346, "e_homo_ev": -8.0, "smiles": "C#Cc1c2c(c(B(N)O)c(I)c1P(C)CC)C(=O)c1c(CCC(C)C)c(ON=O)c(CCC)c(CCC)c1C2=O.FC(F)C(F)(F)COC(F)(F)C(F)F.FC(F)C(F)(F)COC(F)(F)C(F)F", "e_lumo_ev": -0.87, "elements": ["C", "C", "C", "C", "C", "C", "B", "N", "O", "C", "I", "C", "P", "C", "C", "C", "C", "O", "C", "C", "C", "C", "C", "C", "C", "C", "O", "N", "O", "C", "C", "C", "C", "C", "C", "C", "C", "C", "C", "O", "H", "H", "H", "H", "H", "H", "H", "H", "H", "H", "H", "H", "H", "H", "H", "H", "H", "H", "H", "H", "H", "H", "H", "H", "H", "H", "H", "H", "H", "H", "H", "H", "H", "H", "H", "H", "H", "F", "C", "F", "C", "F", "F", "C", "O", "C", "F", "F", "C", "F", "F", "H", "H", "H", "H", "F", "C", "F", "C", "F", "F", "C", "O", "C", "F", "F", "C", "F", "F", "H", "H", "H", "H"], "coordinates": [[-5.60, -5.63, 0.13], [-4.57, -5.49, -0.50], [-3.50, -4.83, -1.28], [-2.30, -4.40, -0.68], [-1.25, -3.75, -1.41], [-1.48, -3.54, -2.81], [-0.40, -2.80, -3.75], [-0.68, -1.55, -4.43], [0.88, -3.31, -3.92], [-2.71, -3.99, -3.42], [-2.91, -3.69, -5.52], [-3.74, -4.65, -2.70], [-5.34, -5.32, -3.37], [-6.14, -4.16, -4.60], [-4.81, -6.86, -4.33], [-4.84, -8.03, -3.28], [0.02, -3.37, -0.64], [1.14, -3.37, -1.11], [-0.12, -3.00, 0.86], [0.70, -2.07, 1.54], [1.83, -1.28, 0.86], [1.18, -0.03, 0.12], [1.95, 0.42, -1.17], [2.53, 1.86, -0.94], [0.92, 0.43, -2.36], [0.51, -1.84, 2.93], [1.36, -0.94, 3.61], [0.73, 0.29, 3.93], [0.04, 0.67, 3.06], [-0.51, -2.51, 3.65], [-0.59, -2.21, 5.15], [0.61, -2.89, 5.90], [0.73, -4.42, 5.65], [-1.38, -3.42, 2.97], [-2.49, -4.09, 3.79], [-3.75, -3.14, 3.97], [-4.10, -2.88, 5.48], [-1.17, -3.66, 1.59], [-2.04, -4.65, 0.82], [-2.49, -5.65, 1.32], [-6.61, -5.91, 0.43], [0.16, -1.20, -4.87], [-1.07, -0.86, -3.79], [0.81, -4.25, -3.67], [-5.91, -4.55, -5.62], [-7.24, -4.22, -4.50], [-5.76, -3.12, -4.58], [-3.81, -6.72, -4.78], [-5.62, -7.03, -5.07], [-4.52, -8.97, -3.77], [-5.88, -8.09, -2.90], [-4.16, -7.83, -2.42], [2.51, -0.83, 1.62], [2.47, -1.87, 0.19], [1.10, 0.82, 0.83], [0.12, -0.33, -0.07], [2.76, -0.30, -1.41], [2.01, 2.62, -1.54], [3.59, 1.87, -1.29], [2.52, 2.19, 0.11], [-0.01, -0.13, -2.15], [1.39, -0.07, -3.23], [0.62, 1.46, -2.67], [-0.50, -1.12, 5.36], [-1.53, -2.54, 5.64], [1.58, -2.44, 5.58], [0.57, -2.74, 7.00], [1.77, -4.74, 5.89], [0.08, -5.01, 6.34], [0.56, -4.74, 4.60], [-2.09, -4.23, 4.82], [-2.78, -5.09, 3.44], [-3.61, -2.18, 3.44], [-4.62, -3.69, 3.55], [-3.75, -3.69, 6.15], [-5.20, -2.76, 5.62], [-3.58, -1.96, 5.83], [-0.85, 5.34, -2.86], [0.20, 4.63, -3.30], [0.23, 3.48, -2.58], [1.53, 5.37, -3.13], [1.81, 5.56, -1.83], [2.51, 4.55, -3.62], [1.68, 6.72, -3.88], [1.44, 7.91, -3.13], [0.13, 8.38, -2.98], [-0.69, 7.71, -3.82], [0.14, 9.66, -3.41], [-0.34, 8.34, -1.53], [-0.25, 7.10, -1.01], [-1.63, 8.72, -1.44], [0.02, 4.37, -4.35], [2.73, 6.79, -4.15], [1.14, 6.72, -4.83], [0.27, 9.01, -0.91], [6.87, 7.27, 1.66], [7.12, 6.54, 2.77], [8.44, 6.25, 2.76], [6.31, 5.24, 2.80], [6.68, 4.41, 1.80], [6.65, 4.60, 3.96], [4.77, 5.37, 2.81], [4.09, 5.23, 1.56], [3.97, 6.33, 0.72], [4.33, 7.45, 1.37], [2.66, 6.46, 0.44], [4.73, 6.14, -0.60], [6.03, 5.89, -0.40], [4.64, 7.26, -1.36], [6.91, 7.15, 3.65], [4.41, 4.53, 3.40], [4.44, 6.26, 3.35], [4.30, 5.30, -1.17]], "lowdin_charge": [0.120, -0.128, -0.163, -0.020, -0.008, -0.079, -0.711, 0.130, 0.123, -0.548, 1.047, -0.345, 0.948, -0.366, -0.410, -0.180, -0.225, 0.132, -0.002, -0.069, -0.101, -0.147, -0.340, -0.065, -0.065, -0.163, -0.066, 0.022, 0.086, -0.080, -0.123, -0.219, -0.106, -0.092, -0.127, -0.205, -0.123, -0.010, -0.240, 0.111, 0.048, 0.080, 0.067, 0.104, 0.003, 0.028, 0.006, 0.047, 0.074, 0.066, 0.063, 0.060, 0.115, 0.108, 0.089, 0.107, 0.128, 0.039, 0.080, 0.072, 0.057, 0.077, 0.060, 0.107, 0.084, 0.101, 0.111, 0.074, 0.074, 0.072, 0.088, 0.105, 0.111, 0.100, 0.076, 0.070, 0.063, 0.105, -0.288, 0.063, -0.431, 0.115, 0.103, -0.037, 0.042, -0.524, 0.141, 0.149, -0.282, 0.100, 0.100, 0.177, 0.149, 0.145, 0.177, 0.096, -0.304, 0.094, -0.439, 0.132, 0.104, -0.040, 0.040, -0.521, 0.139, 0.143, -0.282, 0.103, 0.097, 0.173, 0.148, 0.144, 0.165]}